Arrangement w

Density functional theory data (ωB97M-V/def2-TZVPD) for a 2-piece molecular cluster, C4H7ClFN overall.

Atoms and positions in Å:
C1 -0.5324 -0.1562 -0.1556
C2 2.3022 0.7473 -0.7916
C3 -2.7930 -1.0406 0.3223
C4 3.1658 1.0336 0.1748
N1 -1.3732 -1.0108 0.3249
F1 3.2827 0.2671 1.2415
Cl1 -1.2009 1.4971 -0.2807
H1 2.3605 1.3856 -1.6365
H2 1.6456 -0.0713 -0.7287
H3 -0.8902 -1.9270 0.4891
H4 -3.3923 -1.0997 -0.6190
H5 -3.1724 0.0553 0.5203
H6 -3.1734 -1.6920 1.0104
H7 3.7709 2.0116 0.1289

For the orbital gap, the calculation gives 9.373 eV. Its HOMO energy is -8.8 eV. As for the net charge: 0. The spin multiplicity is 1.

Arrangement x

Density functional theory data (ωB97M-V/def2-TZVPD) for one molecule with the formula C4H7ClFN.

Atoms and positions in Å:
N1 -0.0936 1.7063 -0.4878
C1 -0.9252 0.6128 -0.0147
C2 -0.7652 0.1427 1.2713
C3 -0.2720 -0.6492 0.0532
F1 -1.0538 -1.8331 -0.1239
C4 1.0263 -0.9283 -0.6503
Cl1 2.2488 -0.2621 0.3965
H1 0.3855 1.4351 -1.4973
H2 0.7403 1.4864 0.1049
H3 -1.9317 0.7379 -0.4064
H4 0.1055 0.4833 1.9683
H5 -1.6949 -0.4178 1.6822
H6 1.2115 -2.0546 -0.5958
H7 1.0185 -0.4594 -1.7004

For the orbital gap, the calculation gives 10.257 eV. Its HOMO energy is -9.5 eV. As for the net charge: 0. The spin multiplicity is 1.

Which structure wins on stability? arrangement x wins.